1.
98
Properties=species:S:1:pos:R:3 method="wB97M-V/def2-TZVPD" total_charge=0 lumo_ev="-0.69 / -0.69" de_lowest_kj_mol=0.00 max_force_ev_per_a=1.97 spin_multiplicity=2 homo_lumo_gap_ev="3.97 / 6.72"
C 0.4804 2.5878 -0.8334
C 4.0052 0.5713 -3.3992
O -1.9079 1.2938 -2.2376
C 1.6267 0.1873 3.6460
C 2.8193 -1.4884 -2.9417
H -5.6292 3.3983 5.6520
C 2.6283 -4.3035 -2.7557
H 2.4635 -0.1953 5.5513
H -2.0879 2.4371 -3.9641
H 1.3122 -6.3762 1.4957
N -0.2817 -0.8875 -2.2967
C -1.9301 1.4009 -3.6504
H -4.1854 -2.7338 0.4076
H -2.6986 0.7576 -4.0901
I 2.4029 -1.4497 0.3711
C 3.8742 -4.2692 -4.9086
N -2.7496 1.7781 2.7648
H -4.2975 2.2542 -3.2232
C 1.8177 4.3387 -1.9851
H -2.0328 1.8021 7.3314
C -4.1734 2.2474 -2.1516
H 1.9737 2.1092 6.3994
H 2.5792 -3.9492 -1.7290
H 3.8995 -5.3560 -4.8982
N -4.7121 2.7538 2.9992
H -5.9041 3.1541 0.6221
H -4.2092 2.8861 7.6011
N 1.0277 1.0749 2.8103
C -0.2402 3.6643 -0.2866
C 2.8999 -0.1018 -2.8491
H 2.9841 -3.9508 -5.4451
C -3.8265 2.2536 2.0705
C -5.1005 2.7495 0.0288
C 0.8121 2.3450 3.2321
C 1.9850 0.5374 4.9202
C -4.6691 2.9270 5.5159
C -0.5613 -1.6081 -3.1896
N 1.9964 0.7073 -2.2155
H 0.3715 3.0127 2.5085
H 5.1294 -3.7527 -1.7265
C 3.8531 -3.7298 -3.4747
C -4.1893 2.5925 4.2623
H -3.1116 -4.8638 1.0471
C 5.1049 -4.1978 -2.7189
C -3.8618 2.6311 6.6111
H -2.8678 -0.7920 -0.1158
H 2.7001 -5.3886 -2.7282
C 1.1375 2.7307 4.5067
C 1.7255 1.8249 5.3907
H 1.9245 -1.9602 -2.5785
H 4.7452 -3.9147 -5.4518
C 3.8561 -2.2107 -3.4969
H -1.1877 1.1747 5.1023
C 0.8448 -5.4315 1.2646
C 5.0248 -0.1343 -4.0135
O 0.6609 0.6891 1.6078
C 4.9463 -1.5114 -4.0353
H 1.8005 -0.7933 3.2343
Br -6.7810 3.3927 -2.1650
C 1.0630 5.3430 -1.4201
C -0.9394 -1.6549 0.2859
O -1.8055 1.1933 0.4083
O -0.8183 -2.3207 -4.0867
C -3.0179 1.7656 -1.5463
C -2.5232 -3.9817 0.8391
C -2.3248 -1.6783 0.1947
C -2.9339 1.9654 4.1066
C -3.9459 2.2397 0.6688
H 2.7208 -4.4091 1.0274
H 1.2712 6.3782 -1.6453
H -1.1512 -6.1515 1.4346
C -0.5125 -5.3036 1.2290
Hf -0.1173 0.3471 -0.5683
H -1.0657 3.4658 0.3904
C -2.6297 2.0166 6.4585
C -5.1971 2.7269 -1.3360
H -5.6092 3.1487 2.7834
C -1.1203 -4.0712 0.9137
H -0.9537 1.0621 -3.9936
H 6.0132 -3.9184 -3.2447
H 5.0928 -5.2800 -2.6145
C 1.0596 -3.1078 0.7228
C -3.1107 -2.8040 0.4841
C 2.3298 1.9596 -2.2894
C -2.8802 1.7117 -0.1411
C -0.3342 -2.9029 0.6420
C -2.1417 1.6645 5.2042
H 5.8687 0.3830 -4.4436
H 0.9294 3.7410 4.8207
H 2.6238 4.5752 -2.6663
H -0.5694 5.7761 -0.1067
S 3.8362 2.2813 -3.1415
C 1.6464 -4.3117 1.0053
C 0.0319 4.9984 -0.5606
H 5.7562 -2.0568 -4.4922
C 1.5318 3.0022 -1.6950
H -1.9976 1.3345 2.2412
H 1.7044 -4.0439 -3.2660

2.
16
Properties=species:S:1:pos:R:3 method="wB97M-V/def2-TZVPD" total_charge=-1 lumo_ev=4.26 de_lowest_kj_mol=0.00 max_force_ev_per_a=0.62 homo_lumo_gap_ev=8.54
O 1.4476 -0.9723 -1.4773
N -1.0504 0.6728 1.5020
C -1.9387 -0.5023 -0.4478
N 3.4700 -0.5241 -0.5710
O 1.5849 0.2366 0.4201
H -2.9325 1.0413 0.6757
H 3.8279 -1.2345 -1.1790
C 2.0530 -0.4259 -0.5378
H 3.9633 -0.3044 0.2711
H -2.0240 -1.3351 0.2469
H -0.0838 0.5321 1.1845
H -1.5895 1.6086 -0.3423
C -1.9178 0.8115 0.3413
H -1.0638 1.5091 2.0714
H -2.7526 -0.4915 -1.1742
H -0.9936 -0.6220 -0.9836

3.
9
Properties=species:S:1:pos:R:3 method="wB97M-V/def2-TZVPD" total_charge=+1 lumo_ev=-5.66 max_force_ev_per_a=6.60 homo_lumo_gap_ev=6.09
Mg 0.9555 1.8136 0.0160
H 1.9323 -0.5439 -0.5489
Cu -2.8231 1.3552 -0.3377
C -0.1703 -0.3398 -0.0327
O -0.6487 0.8877 -0.5072
H -1.5291 -0.6570 0.6038
C 1.2400 -0.4135 0.2959
H -0.4697 -1.1609 -0.7034
H 1.5130 -0.9413 1.2142

4.
5
Properties=species:S:1:pos:R:3 method="wB97M-V/def2-TZVPD" total_charge=0 lumo_ev="-2.49 / -2.35" de_lowest_kj_mol=326.24 max_force_ev_per_a=5.45 homo_lumo_gap_ev="6.24 / 6.41"
S 2.3867 -0.1586 -0.0058
H 0.6509 1.5384 -0.0976
H -0.3199 -1.4387 0.0680
C -0.2413 -0.4486 -0.0188
C 0.6517 0.4242 0.0007

5.
51
Properties=species:S:1:pos:R:3 method="wB97M-V/def2-TZVPD" total_charge=+3 lumo_ev="-11.46 / -12.00" de_lowest_kj_mol=0.00 max_force_ev_per_a=3.44 spin_multiplicity=7 homo_lumo_gap_ev="4.89 / 4.35"
H -0.8506 -5.2350 -1.1984
F 4.3868 1.5792 -0.2392
C -3.3496 2.1369 2.5183
H 0.8857 -1.2581 -3.8698
O 0.3125 -1.4274 0.8613
C 0.6867 -1.6536 -2.8743
H 1.0415 1.9119 2.3339
O 1.8021 -2.4391 -2.4173
C -1.6773 -5.3474 -0.4853
H -1.6516 -3.5064 0.1410
H -3.3386 1.9353 -0.7947
O 1.6533 0.2532 0.3170
H -3.4715 1.8805 3.5701
H -2.6069 -5.2113 -1.0423
F 5.0260 2.4497 -2.4413
H -2.6753 3.5758 -1.2018
H -2.9791 -0.4972 -0.4105
H -1.6378 -6.3541 -0.0830
H 2.1107 -2.9969 -3.1431
As 4.3357 0.9991 -1.9506
H -3.7282 1.3748 1.8390
F 4.1843 0.3328 -3.4970
C 0.6382 -0.2112 1.0359
O -1.9718 2.4618 2.2189
H -3.3153 -1.1497 -2.0444
Ti 3.3180 1.0542 1.7830
C 1.7656 2.6963 4.0179
H 2.1499 1.7170 4.3430
H -1.9361 -0.0734 -1.7212
H -1.5281 2.2285 0.5696
F 2.7130 1.7671 -2.1470
H -0.2038 -2.2776 -2.9520
Be 2.4731 -1.9077 -0.2529
O -1.5635 -4.3743 0.5516
H -1.4340 1.6656 2.3244
O -1.7756 -2.0263 -0.9438
H -3.9290 3.0515 2.4125
O 0.2153 0.3636 2.1073
F 3.4784 -0.4575 -1.3066
O -1.3338 2.1543 -0.4085
F 5.8353 0.2465 -1.7362
H 0.8057 2.8824 4.4975
H -2.3829 2.2402 -2.2499
C -2.5386 -0.9174 -1.3252
H 0.4744 -0.8933 -2.1217
H 2.4466 3.4872 4.3161
C -2.5058 2.5009 -1.1989
Be 0.3198 -1.7666 3.1743
Ti 0.7941 2.1128 -1.0704
O 1.5669 2.7131 2.5747
H -1.0349 -1.7912 -0.3797

6.
60
Properties=species:S:1:pos:R:3 method="wB97M-V/def2-TZVPD" total_charge=0 smiles=OCCO.OCCO.OCCO.OCCO.OCCO.OCCO lumo_ev=0.37 de_lowest_kj_mol=185.70 max_force_ev_per_a=2.44 homo_lumo_gap_ev=10.33
H -5.4578 -1.7081 -1.5129
H 1.7481 2.3676 5.9486
C -0.0624 -0.9030 -1.0032
H 5.7635 3.9777 4.1775
H 2.9447 3.7575 0.9495
H 1.6034 2.0827 3.2010
O 3.3332 2.8872 0.8346
H -0.7133 1.5788 -0.7868
H 5.2193 2.1540 1.2050
H -0.9366 0.3055 -2.2323
H 2.3527 1.0197 4.5227
H 5.0965 3.9134 0.9850
C -2.4811 1.6474 0.0833
H -4.5022 0.7440 0.2744
O 1.4507 2.6487 5.0802
H -2.1014 0.7730 0.6118
C -4.7542 -2.4966 -1.7799
O -4.6838 2.5897 -0.4926
H -4.6958 -2.5248 -2.8679
H 0.4800 -2.2254 -5.6017
H 1.9065 -3.9586 -3.4636
H 1.9042 1.3431 0.3498
O -1.5839 1.9305 -0.9867
H -0.0315 -1.9765 -1.1895
H 3.8551 4.0433 3.2646
H -0.8450 -0.8051 -0.2508
H -4.3381 3.1832 -1.1633
C -3.3996 -2.1339 -1.2433
H 1.3600 -2.4187 -2.9828
O -0.1671 -3.6442 -3.4883
C 1.1760 -3.1936 -3.7270
H -3.8878 0.8572 -1.3262
H 2.0564 -1.8972 -5.2993
C 4.6260 3.0390 1.4346
O -3.3374 -1.8199 0.1530
C 1.3601 -2.7303 -5.2034
C 4.5268 3.2397 2.9625
H -3.8946 -2.4158 0.6590
H -4.4521 -4.3833 -1.3114
H 1.5397 -1.0509 0.4585
H -0.4555 -0.7153 5.4702
H -0.0082 -4.2626 -2.7714
O -5.1977 -3.7846 -1.3959
C -3.9292 1.3993 -0.3815
O 5.8436 3.4932 3.3526
H 2.0924 -0.3893 -1.0570
H -2.4468 2.4590 0.8102
C 0.3259 0.5945 4.2643
H 1.8837 -3.6690 -6.9180
O 1.1097 0.8050 0.3190
C 1.4936 1.5879 4.1660
O -0.1184 -0.1945 -2.1863
H 0.5986 -0.2490 3.6301
H -0.5963 1.0403 3.8915
H -2.6348 -2.9010 -1.3647
H -3.0167 -1.2429 -1.7408
C 1.2443 -0.4106 -0.3727
H 4.1513 2.3572 3.4804
O -0.0336 0.1430 5.5527
O 1.7174 -3.8571 -5.9914

7.
67
Properties=species:S:1:pos:R:3 method="wB97M-V/def2-TZVPD" total_charge=0 smiles=Fc1ccccc1.c1ccncc1.c1ccncc1.c1ccncc1.c1ccncc1.c1ccncc1 lumo_ev=0.58 max_force_ev_per_a=1.63 homo_lumo_gap_ev=9.73
H -2.3884 0.1436 -5.9646
H 2.6830 -1.7439 -1.8640
C 0.9466 -0.3799 0.3672
N -1.6039 0.1083 1.3722
C 2.2889 -4.7841 -3.2723
H 4.7734 -5.3426 -1.2171
C 0.9810 -1.6149 6.2360
H -0.6485 -0.6554 -7.5517
C 0.5797 -2.1240 5.0072
H -3.1546 3.3880 4.6801
H 1.6024 -0.9442 -6.7824
H 1.5961 -0.3722 2.3946
C 2.7833 -2.8041 -2.0599
C -0.3026 3.7764 -3.1615
C 2.0271 -3.4605 -3.0037
C -4.0133 3.0421 4.1169
N 3.2648 -5.4908 -2.6941
H 1.5900 4.3647 -4.0423
C -6.2666 3.1163 3.8924
C -0.1285 -0.1841 -0.4764
C 1.6990 4.0533 -1.9084
C -0.2903 3.3203 -0.7826
C 0.7395 -0.2672 1.7446
H 1.9321 -0.6084 -0.0126
N 0.3203 0.2842 -3.9116
H -0.4711 -2.0625 4.7475
C 3.9586 -4.8600 -1.7464
H -0.9187 3.9366 -4.0367
H 1.2715 -2.9473 -3.5867
C -0.4079 -0.3653 -6.5384
C -0.9282 0.4166 -4.3484
H 4.4188 -3.0410 -0.6865
F 2.9794 4.4502 -1.8084
N 1.3779 -2.8263 4.2027
C 1.0242 3.6926 -0.7339
H 2.6621 -1.3533 7.5513
C -3.9316 1.8886 3.3335
H -2.1556 0.3925 -0.6296
C -0.5708 -0.1056 2.1877
C 1.1957 -0.2715 -4.7496
H -4.9690 0.5009 2.1532
H 3.3785 -3.4055 3.9515
H 1.6965 -5.2717 -4.0382
H 0.3261 -1.0651 6.8981
C 2.6391 -2.9626 4.6143
C -0.9571 3.3920 -2.0156
N -5.1520 3.6866 4.3690
H -0.7724 2.9766 0.1223
H -2.9694 1.4238 3.1728
H -0.8045 -0.0990 3.2456
C 1.0761 4.0685 -3.1399
H -0.0552 -0.2950 -1.5503
C -1.3861 0.0789 0.0672
H -7.1854 3.6786 4.0152
C -1.3629 0.0952 -5.6257
C 3.1930 -2.4358 5.7795
C 0.8835 -0.5422 -6.0782
H -1.6474 0.8951 -3.6893
H -2.0098 3.1411 -2.0744
H -7.2251 1.6005 2.6816
C -5.0947 1.3453 2.8198
H 2.2174 -0.3377 -4.3937
H 1.6520 3.5940 0.1444
C 2.2975 -1.7642 6.6165
C -6.3021 1.9885 3.0871
H 4.2409 -2.5273 6.0145
C 3.7777 -3.5244 -1.4112

8.
12
Properties=species:S:1:pos:R:3 method="wB97M-V/def2-TZVPD" total_charge=0 smiles=F[C@H](Cl)C(F)(F)Cl.C#CBr lumo_ev=0.50 de_lowest_kj_mol=22.52 max_force_ev_per_a=3.73 homo_lumo_gap_ev=10.62
F -1.3677 -1.1838 -1.9925
Cl -3.1757 0.0768 -0.5680
F -0.5019 1.1306 0.4264
H 0.5129 0.0119 -0.9420
F -1.2307 -1.2744 0.0996
Br 3.3653 1.3074 0.7158
Cl -0.6016 1.9601 -2.0744
C 1.6589 -0.7414 2.0603
C -0.5353 0.6270 -0.8455
C -1.6147 -0.4176 -0.8877
H 0.9950 -1.4859 2.4107
C 2.4955 -0.0108 1.5972

9.
80
Properties=species:S:1:pos:R:3 method="wB97M-V/def2-TZVPD" total_charge=+1 lumo_ev="-3.09 / -2.93" max_force_ev_per_a=5.95 spin_multiplicity=5 homo_lumo_gap_ev="8.16 / 8.30"
C -1.0925 0.6307 -4.9586
H -1.9785 -2.5040 2.3035
H -1.2938 3.7898 1.2369
H -3.2413 -1.9371 -1.4025
C -3.2408 -1.6912 -0.3240
H -1.0836 1.1137 3.9223
H 3.0182 -2.3384 4.4670
H 2.8608 -3.3702 0.0447
H 2.4426 4.0991 0.7124
H 0.2320 -4.3193 -0.5039
H -3.9806 1.7260 -1.1510
H 3.7541 1.1126 0.4138
C -2.2341 0.8025 -0.4575
H -1.7972 -1.2855 3.5697
H 2.0416 -2.2093 5.9410
H -0.2439 -2.4457 -3.5759
H -2.9402 3.6129 0.6213
C 2.0616 -0.1038 -4.0697
C 1.9909 -2.3285 4.8479
H -0.8085 2.7177 -4.3242
C -0.3698 -3.4853 -0.1196
H 2.4302 -2.6432 -1.4877
C 3.2653 1.3995 1.3553
H 1.7469 -2.1644 -4.7975
H -3.3606 0.5601 -2.2907
O 1.0924 -0.4061 2.5499
H 1.4596 -3.2492 4.6071
H 0.3911 -3.0131 2.5399
H -0.6735 0.3377 -5.9344
H -1.6199 2.6699 3.2601
P 1.5814 1.9549 1.1153
C -1.8501 1.7549 0.6288
O 1.9973 0.2512 4.7493
S 1.1048 -0.7262 4.2076
H -1.5696 3.6241 -0.4994
H 2.3339 0.6356 -4.8360
H 3.1759 -1.6458 -0.2043
C 1.2121 -3.0098 1.8121
P 0.8162 -2.1815 0.2569
H 0.8492 3.9748 -0.0633
H -2.1019 0.9790 -5.2298
H 0.5844 2.0175 -5.1168
H 2.0930 3.3694 2.9214
H 2.2798 3.2390 -0.8268
H -3.0465 -2.6440 0.2000
H 0.9900 -0.9394 -5.7496
O -0.1936 -0.6539 4.8486
C -2.3764 -0.5731 0.1530
H 3.8152 2.2538 1.7740
H -4.2953 -1.4483 -0.0865
C -0.2193 1.7823 -4.4024
C 0.3572 1.4401 -3.0666
C 1.2141 2.7514 2.6974
H 3.3569 0.5590 2.0576
H -2.1230 -0.9121 -3.7004
H 1.0717 2.0781 3.5523
H 0.3511 3.4289 2.6407
C -1.1387 -0.5861 -4.0677
C -1.8134 1.5863 3.2415
C 1.3843 0.5619 -2.9138
Ho -0.1802 0.1779 0.4902
C -3.0383 1.3134 -1.5622
C -2.0865 -0.4312 1.6027
H -3.3906 -1.5907 2.8578
H -0.1718 1.9416 -2.2530
H 1.4272 -4.0591 1.5656
H -2.7966 1.4485 3.7287
H 3.0252 -0.5271 -3.7284
C 1.7875 3.4338 0.1330
C 1.1938 -1.2156 -4.7041
H 1.7821 0.2092 -1.9603
H -2.5804 2.1590 -2.1067
H -1.1648 -3.2713 -0.8376
C -1.8264 0.9983 1.8896
H 2.1040 -2.6047 2.2933
H -0.8913 -3.8447 0.7889
C -0.1018 -1.4369 -3.9832
C -2.3115 -1.4944 2.6175
C 2.4508 -2.4556 -0.4101
C -1.8997 3.2499 0.4891

10.
21
Properties=species:S:1:pos:R:3 method="wB97M-V/def2-TZVPD" total_charge=0 lumo_ev=0.68 de_lowest_kj_mol=399.38 max_force_ev_per_a=4.11 homo_lumo_gap_ev=10.02
N -1.4418 1.0497 1.1534
H 2.3807 2.2282 -0.6073
H 2.2314 -2.8690 0.4191
H 3.6934 1.1304 -0.1162
O -1.1768 -2.6000 0.2027
O -2.4447 1.6735 0.5363
H 2.5161 1.7558 1.1481
H 1.0271 -3.3211 -0.8862
O 0.6891 1.3583 -1.7415
H -4.2677 1.7031 -0.2382
H 2.0501 -1.7986 -0.8109
H -3.5536 0.0228 -0.2186
H -4.1403 0.6862 1.0881
S -0.0370 -1.7236 0.3762
C -3.6429 0.9611 0.2629
O 1.7077 0.3785 -0.0185
O -0.0208 -0.5914 -0.9414
C -0.4652 0.5849 1.5954
C 1.4967 -2.5345 -0.3357
C 0.7620 0.4661 -0.9413
C 2.6365 1.4395 0.0737

11.
10
Properties=species:S:1:pos:R:3 method="wB97M-V/def2-TZVPD" total_charge=0 smiles=OCCS lumo_ev=0.86 de_lowest_kj_mol=46.57 max_force_ev_per_a=3.83 homo_lumo_gap_ev=9.97
S 2.1606 -0.0985 -0.0341
H -2.5084 -0.2988 -0.0972
H -0.3378 -1.3208 0.5306
H 0.4864 1.2386 -1.0106
H 2.1124 -0.0187 1.3819
O -1.7547 0.1942 0.1811
H 0.3605 1.1286 0.6210
C -0.5327 -0.4608 -0.1568
H -0.6035 -0.9496 -1.2195
C 0.6172 0.5858 -0.1964

12.
2
Properties=species:S:1:pos:R:3 method="wB97M-V/def2-TZVPD" total_charge=-1 lumo_ev="5.32 / 5.12" de_lowest_kj_mol=178.59 max_force_ev_per_a=6.21 spin_multiplicity=2 homo_lumo_gap_ev="8.68 / 7.95"
O 0.0000 0.0000 0.8981
O 0.0000 0.0000 -0.8981